A 2-piece molecular cluster, C9H3Cl4N2O2 overall at a distorted geometry, computed with the ωB97M-V functional and the def2-TZVPD basis.

Each line ends with the natural charge from an NBO analysis.
Cartesian coordinates (Å):
1 Cl -0.8248 3.7713 1.1081  0.04
2 C 0.0553 2.3102 0.9913  -0.16
3 C -0.6264 1.1326 0.7917  -0.03
4 Cl -2.3043 1.0603 0.5268  0.09
5 C 0.0316 -0.1646 1.0936  0.47
6 O -0.3589 -0.9557 1.9657  -0.60
7 C 1.5474 -0.1749 0.7614  0.46
8 O 2.1093 -1.1941 0.3735  -0.47
9 C 2.2072 1.0992 1.0710  -0.18
10 Cl 3.9081 1.0550 1.1742  0.05
11 C 1.4933 2.2909 1.1786  -0.03
12 Cl 2.2985 3.7716 1.4586  0.06
13 N -1.8112 -2.8375 -1.3830  -0.53
14 C -1.4607 -2.1272 -2.4890  -0.15
15 C -0.7442 -0.9615 -2.0761  -0.15
16 N -0.6286 -0.9992 -0.7252  -0.53
17 C -1.3362 -2.1261 -0.3177  0.09
18 H -1.6932 -2.4211 -3.5067  0.17
19 H -0.3925 -0.1765 -2.7296  0.18
20 H -1.4696 -2.3529 0.7329  0.20

gap between HOMO and LUMO: 5.51 eV
E_HOMO: -0.145 Eh
energy relative to the best compared isomer or geometry (same formula, charge and spin): 0.0 kJ/mol
total charge: -1

***

C9H3Cl6N9O2Pt as an isolated structure, computed with the ωB97M-V functional and the def2-TZVPD basis.

Each line ends with the natural charge from an NBO analysis.
Cartesian coordinates (Å):
1 Pt 0.0268 0.0037 -0.2396  1.01
2 N 0.0202 -1.3509 -3.3966  -0.59
3 C 1.2276 -1.1930 -2.7706  0.44
4 N 2.3875 -1.5215 -3.3043  -0.40
5 N 3.2926 -1.2055 -2.3466  -0.12
6 N 2.7072 -0.7216 -1.3080  -0.11
7 N 1.3815 -0.6981 -1.5531  -0.38
8 C -1.1825 -1.2068 -2.7579  0.44
9 N -2.3417 -1.5630 -3.2745  -0.40
10 N -3.2432 -1.2433 -2.3146  -0.12
11 N -2.6560 -0.7327 -1.2897  -0.11
12 N -1.3335 -0.6935 -1.5473  -0.38
13 H 0.0177 -1.7968 -4.2954  0.42
14 Cl -0.0351 6.1933 3.2395  -0.03
15 C -0.0231 4.5058 2.8180  -0.09
16 C -0.0099 3.5400 3.8178  -0.14
17 Cl -0.0125 4.0126 5.4937  -0.03
18 C 0.0039 2.1855 3.4630  -0.15
19 Cl 0.0277 0.9620 4.7013  -0.03
20 C 0.0023 1.7633 2.1365  0.30
21 O 0.0123 0.4892 1.8088  -0.80
22 C -0.0116 2.7585 1.0906  0.28
23 O -0.0094 2.3595 -0.1178  -0.77
24 C -0.0238 4.1154 1.4783  -0.16
25 Cl -0.0371 5.3070 0.2143  -0.03
26 Cl 0.0729 -3.1800 -0.1506  0.02
27 C -0.0409 -4.9019 0.1918  -0.40
28 Cl -0.1039 -5.9054 -1.2828  -0.08
29 H -0.9536 -5.0812 0.7458  0.21
30 H 0.8376 -5.2003 0.7499  0.21

gap between HOMO and LUMO: 5.94 eV
E_HOMO: -0.063 Eh
energy relative to the best compared isomer or geometry (same formula, charge and spin): 0.0 kJ/mol
total charge: -2

***

C9H3F3N4O3STi as an isolated structure at a distorted geometry, computed with the ωB97M-V functional and the def2-TZVPD basis.

Each line ends with the Mulliken spin population.
Cartesian coordinates (Å):
1 Ti -0.4949 -1.6252 0.4661  -0.01
2 F 2.0172 2.6090 -3.4138  0.00
3 C 1.9813 1.5040 -2.6765  0.01
4 F 2.8952 1.6087 -1.7025  0.00
5 F 2.3016 0.4590 -3.4460  0.00
6 C 0.6004 1.3005 -2.0800  0.07
7 C -0.4371 2.1783 -2.3447  -0.05
8 C -1.6871 1.9429 -1.7884  0.15
9 C -1.8778 0.8174 -0.9897  0.01
10 N -0.8879 -0.0236 -0.7354  0.07
11 C 0.3485 0.2025 -1.2451  -0.02
12 S 1.5207 -0.9654 -0.7245  0.74
13 H -0.2632 3.0398 -2.9752  0.00
14 H -2.5076 2.6218 -1.9723  0.00
15 H -2.8393 0.5821 -0.5527  0.00
16 O -0.5628 -3.3696 0.3656  0.00
17 O -1.3649 -2.7260 -0.5761  0.01
18 O -0.9377 -0.6782 1.9155  0.00
19 N -0.0033 -1.5236 2.3801  0.00
20 C 0.2594 -1.5651 3.6283  0.00
21 C -0.4053 -0.7042 4.5646  0.00
22 N -0.9522 -0.0016 5.2885  0.00
23 C 1.2533 -2.4787 4.1040  0.00
24 N 2.0433 -3.2048 4.5102  0.00

2S+1: 2
gap between HOMO and LUMO (spin up / spin down): 8.98 / 5.57 eV
E_HOMO (spin up / spin down): -0.517 / -0.515 Eh
energy relative to the best compared isomer or geometry (same formula, charge and spin): 20.7 kJ/mol
total charge: +1

***

C9H3F3NO6Ru as an isolated structure at a distorted geometry, computed with the ωB97M-V functional and the def2-TZVPD basis.

Each line ends with the natural charge from an NBO analysis.
Cartesian coordinates (Å):
1 Ru 0.0414 -0.9744 -0.8182  1.78
2 O 3.6199 0.7214 -0.2085  -0.44
3 C 2.4787 0.4265 -0.3278  0.75
4 O 1.9509 -0.7832 -0.5152  -0.61
5 C 1.3644 1.4917 -0.3019  0.14
6 C 1.4807 2.8423 -0.0777  -0.18
7 C 0.3196 3.6155 -0.1465  -0.07
8 C -0.9149 3.0446 -0.4662  -0.17
9 C -0.9536 1.6867 -0.6703  0.13
10 N 0.1666 0.9560 -0.5793  -0.46
11 C -2.1676 0.8187 -1.0505  0.75
12 O -3.2388 1.2940 -1.2267  -0.44
13 O -1.8048 -0.4611 -1.1443  -0.61
14 H 2.4497 3.2670 0.1448  0.28
15 H 0.3757 4.6779 0.0524  0.26
16 H -1.8202 3.6286 -0.5550  0.28
17 F -1.8463 -4.6605 1.2891  -0.29
18 C -0.5708 -4.3181 1.4503  0.91
19 F 0.2141 -5.2524 0.9337  -0.28
20 F -0.3054 -4.1578 2.7353  -0.28
21 C -0.3361 -2.9748 0.7059  0.70
22 O -0.1419 -2.9886 -0.5537  -0.61
23 O -0.3613 -1.9001 1.3304  -0.54

2S+1: 5
gap between HOMO and LUMO (spin up / spin down): 9.61 / 7.06 eV
E_HOMO (spin up / spin down): -0.562 / -0.562 Eh
total charge: +1